A 2-piece molecular cluster, C3H3F2NO overall, computed with ωB97M-V/def2-TZVPD.

Calculated values
E_LUMO: 0.0089 Eh
SMILES: O=C=CF.C=NF
relative energy (zero: lowest compared OMol25 entry of this formula, charge and spin): 98.6 kcal per mole
total charge: 0
gap between HOMO and LUMO: 9.2 eV
HOMO level: -8.95 eV

Structure (XYZ):
```
10
Properties=species:S:1:pos:R:3:forces:R:3
C 0.120 2.097 1.215 -0.7 1.0 0.3
C -1.112 1.738 1.604 -0.7 -1.8 0.8
O -2.028 1.214 2.141 1.4 1.2 -1.2
H -1.671 -1.199 0.167 -0.9 -0.6 0.9
F -0.098 0.721 -1.866 -1.3 -0.9 1.3
C -1.395 -0.865 -0.792 1.8 1.8 -1.7
F 0.698 2.879 2.205 0.3 -0.2 -0.7
H 0.447 2.203 0.168 -0.1 -0.1 1.0
H -1.536 -1.450 -1.738 0.3 0.7 1.0
N -0.767 0.250 -0.634 -0.1 -1.3 -1.7
```
Forces are in eV/Å.

Here are the Löwdin charges for atoms 1 to 6, given in e:
1. C -0.1281
2. C -0.1725
3. O 0.1404
4. H 0.0653
5. F -0.1369
6. C 0.0408